Record 1
This record from the OMol25 dataset describes a single C8H5N5O2 molecule at a distorted geometry. The level of theory is ωB97M-V/def2-TZVPD.

```
20
Properties=species:S:1:pos:R:3:forces:R:3
O -1.7331 -1.4067 0.7134 -0.645 -0.013 1.061
N 1.6555 1.8087 0.3341 -0.760 0.428 1.219
N 0.9370 -1.4989 -2.9839 0.963 0.707 0.337
N 1.2531 0.2832 -1.3389 -0.121 0.147 1.365
O -0.3122 2.7078 3.3089 0.631 0.071 -0.338
C -0.8081 -0.8976 0.1096 -2.187 -2.065 -0.579
C 1.3287 2.3586 1.4672 -0.440 -0.301 0.191
C 0.1363 -2.5086 -3.0237 -0.743 0.460 1.050
C 0.8729 0.7829 -0.1678 0.928 -0.975 -2.040
C 0.6415 -0.8634 -1.7850 1.281 1.957 -1.145
C 0.1198 1.9699 2.2234 -0.924 -0.451 -0.805
C -0.3840 -1.4545 -1.1516 0.459 0.704 0.901
C -0.6120 0.9272 1.7432 0.434 0.265 -0.140
N -0.7148 -2.5232 -1.9416 -0.644 -0.969 0.007
N -0.2052 0.2589 0.5686 1.531 1.267 -0.197
H -1.2790 2.7319 3.4211 0.585 -0.333 -0.374
H 1.9801 3.1460 1.8804 -0.349 -0.370 -0.284
H 0.1130 -3.2476 -3.7968 -0.169 -0.253 -0.185
H -1.5452 0.6215 2.2033 0.191 -0.306 -0.210
H -1.4443 -3.1962 -1.7841 -0.020 0.028 0.169
```
Positions in Å, forces in eV/Å.

As for the SMILES: O=c1c2[nH]cnc2nc2ncc(O)cn12. Its HOMO-LUMO gap is 7.795 eV. The molar mass is 203.16 g/mol. Its relative energy (zero: lowest compared OMol25 entry of this formula, charge and spin) is 0.0 kcal/mol.

Record 2
This record from the OMol25 dataset describes 12 unconnected molecules or ions with the total composition C72H173O41P5 at a distorted geometry. The level of theory is ωB97M-V/def2-TZVPD.

```
291
Properties=species:S:1:pos:R:3:forces:R:3
C -4.2743 -2.3672 9.7800 -0.636 0.134 -0.382
O -4.6127 -1.7996 8.5367 -0.187 0.314 -0.584
C -5.3693 -0.5830 8.6502 0.303 -1.225 -0.046
C -5.8359 -0.1599 7.2601 0.857 -0.815 -0.335
O -6.8556 -0.9664 6.6228 0.245 2.060 1.695
C -6.4786 -2.2246 6.2241 0.171 -2.089 -0.484
C -7.6691 -2.8050 5.4507 -0.010 0.717 0.227
O -7.4535 -4.1291 5.0928 -0.709 -0.296 -1.339
C -8.5095 -4.5155 4.2034 0.690 -2.123 0.114
H -4.0147 -1.6149 10.5249 0.404 0.188 0.010
H -3.4504 -3.0528 9.5820 -0.156 -0.048 0.332
H -5.1715 -2.8579 10.1574 0.120 -0.510 0.290
H -4.6390 0.0822 9.1110 -0.417 0.926 -0.167
H -6.2084 -0.7322 9.3297 -0.228 0.015 0.118
H -4.9422 -0.2429 6.6417 0.228 0.039 -0.261
H -6.0777 0.9029 7.2695 -0.714 -0.226 -0.082
H -6.2072 -2.9709 6.9708 -0.784 0.209 1.146
H -5.4940 -2.2785 5.7596 -0.041 0.689 -1.292
H -7.9578 -2.2468 4.5601 0.456 0.517 -0.164
H -8.5732 -2.7933 6.0595 -0.029 0.415 0.604
H -8.1890 -5.4997 3.8619 -0.055 -0.068 -0.206
H -8.7150 -3.9409 3.3002 0.567 0.738 0.206
H -9.4722 -4.7142 4.6744 -0.056 0.449 0.595
C -3.1401 4.2788 12.3621 -0.425 0.063 -0.421
O -3.0153 4.8337 11.0528 -0.952 0.932 -0.298
C -4.0156 5.8531 10.7593 0.895 1.053 -0.308
C -3.5204 6.9641 9.7566 -0.025 -1.980 0.036
O -3.2598 6.3159 8.4781 -0.551 2.350 -0.212
C -3.4016 7.3067 7.3720 0.601 -2.601 -0.728
C -3.1652 6.5117 5.9830 0.349 0.043 1.798
O -1.8361 6.0593 5.8767 1.066 -0.644 0.329
C -1.4641 4.7694 6.4652 -1.139 0.854 0.013
H -3.1976 5.0768 13.1024 0.294 -0.011 0.207
H -2.3217 3.5837 12.5493 0.285 0.433 -0.120
H -4.0361 3.6693 12.4795 -0.389 0.029 -0.203
H -4.2734 6.4185 11.6548 0.134 -0.100 0.469
H -4.9696 5.4854 10.3816 0.167 -0.695 -0.146
H -2.6944 7.5204 10.1998 0.804 -0.440 -0.308
H -4.2572 7.7613 9.6585 -0.703 -0.332 -0.122
H -2.6299 8.0666 7.4948 -0.007 0.081 -0.145
H -4.3994 7.7454 7.3774 -0.106 0.038 0.132
H -3.3574 7.1369 5.1112 0.099 0.391 0.218
H -3.8207 5.6488 5.8656 -0.468 -0.018 0.468
H -2.0389 3.9717 5.9946 0.223 -0.136 -0.517
H -1.7321 4.6696 7.5170 0.104 0.553 0.166
H -0.3862 4.6432 6.3633 -0.224 0.108 -0.294
C 11.3447 8.1729 -0.5239 -0.505 0.705 -0.080
O 9.9674 7.7819 -0.5562 0.818 0.241 1.228
C 9.6802 6.7221 -1.4161 -1.130 -0.661 -0.634
C 8.2666 6.0929 -1.0608 1.655 0.920 -0.162
O 8.2138 5.6626 0.2890 -0.016 -0.922 0.156
C 9.2540 4.7089 0.6600 -0.458 0.996 0.562
C 8.9398 3.9094 1.9746 0.020 0.244 -0.820
O 7.8689 3.0311 1.7899 -1.405 -1.052 0.851
C 7.3719 2.4755 3.0579 0.382 0.540 -1.290
H 11.5751 8.9484 0.2065 -0.966 -0.001 0.532
H 11.5630 8.7225 -1.4395 0.521 -0.692 -0.526
H 12.0323 7.3815 -0.2255 -0.051 -0.434 -0.700
H 10.4340 5.9359 -1.4582 0.337 -0.140 0.660
H 9.6975 7.0773 -2.4465 -0.459 0.162 -0.369
H 8.0145 5.3233 -1.7904 0.381 -0.596 0.064
H 7.5041 6.8449 -1.2635 -0.031 0.199 0.730
H 10.1423 5.3143 0.8405 0.281 -0.038 0.360
H 9.5229 4.1105 -0.2105 -0.387 -0.646 0.168
H 8.7672 4.5283 2.8551 -0.218 0.757 -0.260
H 9.7916 3.3034 2.2835 0.699 0.051 -0.400
H 6.8630 1.5244 2.9008 0.340 -0.057 -0.469
H 6.6023 3.1186 3.4846 0.296 0.402 0.166
H 8.2187 2.3246 3.7274 -0.106 0.016 0.225
C -5.9450 2.3514 -9.8676 0.267 -1.542 -0.313
O -5.8885 1.0241 -10.5130 -0.799 1.525 0.255
C -7.1879 0.5252 -10.8656 0.566 0.424 0.501
C -8.0728 0.1859 -9.6703 -0.277 -1.097 -1.086
O -7.5763 -0.9521 -8.9562 -0.417 1.020 0.619
C -6.9645 -0.5476 -7.7495 1.271 -0.630 0.992
C -6.5062 -1.7662 -6.8912 -0.611 0.771 -0.143
O -7.6361 -2.3257 -6.2615 -0.497 0.369 0.433
C -7.4107 -3.4043 -5.3542 -0.122 -0.184 -1.824
H -6.2941 2.2357 -8.8415 0.168 0.037 0.163
H -6.6109 3.0759 -10.3364 -0.095 -0.222 -0.503
H -4.9241 2.7326 -9.8923 -0.126 -0.060 0.102
H -7.0235 -0.3440 -11.5023 0.110 -0.235 0.370
H -7.7172 1.2263 -11.5109 -0.110 0.460 0.017
H -9.0248 -0.1181 -10.1055 -0.182 -0.208 -0.095
H -8.3578 1.0379 -9.0530 0.547 0.061 0.351
H -7.5444 0.1178 -7.1100 -0.886 -0.239 -0.055
H -6.1021 0.0827 -7.9667 0.540 -0.235 -0.221
H -5.8469 -1.4622 -6.0782 0.458 0.477 -0.193
H -5.9592 -2.4583 -7.5314 -0.085 -0.374 -0.105
H -6.6188 -3.2932 -4.6136 -0.040 0.572 0.138
H -7.1178 -4.2116 -6.0253 0.072 -0.704 0.429
H -8.3846 -3.6281 -4.9189 0.253 0.021 0.184
C -16.0776 6.7246 -5.6400 0.188 0.593 -0.386
O -15.4528 5.5342 -5.2606 0.807 -0.013 1.183
C -14.6375 5.7533 -4.0977 0.421 -0.590 -0.297
C -13.9166 4.4743 -3.6719 -0.032 -0.651 -0.756
O -12.8773 4.0932 -4.6129 -2.107 3.328 0.428
C -12.3864 2.8456 -4.4814 1.547 -1.384 0.530
C -11.2969 2.7717 -3.3878 0.794 -0.527 -0.049
O -10.0275 3.3708 -3.6032 0.250 1.532 -0.875
C -9.9863 4.7906 -3.8254 -0.056 -0.188 0.448
H -16.4532 6.5764 -6.6525 -0.377 0.069 0.258
H -15.3970 7.5753 -5.6721 0.625 -0.012 -0.256
H -16.8138 7.0924 -4.9254 -0.630 -0.498 0.023
H -15.2281 6.1298 -3.2625 -0.379 -0.207 0.184
H -13.9102 6.5442 -4.2811 0.247 0.063 -0.340
H -14.6416 3.6632 -3.6049 -0.324 -0.218 -0.442
H -13.5575 4.4991 -2.6431 0.452 0.674 0.035
H -12.0072 2.5899 -5.4708 0.342 -0.309 0.080
H -13.1808 2.1393 -4.2400 -0.093 -0.386 0.177
H -10.9087 1.7637 -3.2417 -0.933 -0.445 0.107
H -11.6834 3.1473 -2.4403 -0.334 0.022 0.174
H -8.9559 5.1453 -3.8482 0.216 -0.612 -0.489
H -10.3527 5.3617 -2.9724 -0.700 -0.175 0.267
H -10.5301 5.0969 -4.7190 0.084 -0.069 -0.010
C 0.4825 4.1793 17.3142 -0.520 0.924 -1.093
O 0.7371 4.1269 15.8882 0.118 -1.093 1.261
C 2.1103 4.3276 15.6048 -0.795 0.056 -0.023
C 2.2901 4.4387 14.1147 -0.189 -0.231 0.633
O 1.9527 3.2336 13.4289 -0.029 0.144 1.824
C 2.0103 3.4018 12.0493 0.159 1.053 -0.044
C 1.3483 2.2458 11.3245 0.169 -0.096 0.051
O 1.8705 2.0792 10.0485 1.581 0.878 -0.424
C 1.3069 1.0769 9.2812 -0.218 0.094 -0.827
H 1.1594 3.6317 17.9699 0.249 -0.237 -0.390
H -0.5436 3.8601 17.4967 0.115 -0.234 -0.202
H 0.5103 5.2397 17.5652 0.183 0.141 0.458
H 2.7711 3.5737 16.0325 -0.149 -0.346 0.150
H 2.3610 5.2914 16.0480 0.536 0.269 -0.029
H 3.3288 4.7518 14.0088 0.352 -0.225 -0.637
H 1.6725 5.2934 13.8389 -0.287 -0.090 -0.653
H 3.0624 3.5819 11.8284 0.109 -0.258 -0.876
H 1.4526 4.3226 11.8785 0.038 0.227 -0.770
H 0.3015 2.5107 11.1757 -0.449 -0.497 0.641
H 1.5529 1.3237 11.8685 -0.591 -0.088 0.511
H 1.5459 0.0574 9.5838 -0.040 -0.111 0.496
H 1.7257 1.1976 8.2821 -0.088 -0.005 -0.065
H 0.2290 1.2247 9.2157 -0.296 -0.262 -0.014
C -1.3197 -9.0132 -7.2801 -0.015 -0.672 -0.451
O -2.2105 -8.6264 -6.2528 1.029 0.989 1.248
C -1.5494 -7.8771 -5.1965 -0.435 -0.231 -0.060
C -0.5480 -8.6393 -4.3596 0.896 -0.505 -0.161
O 0.7572 -8.7211 -4.9528 0.300 -0.467 0.094
C 1.7798 -9.3445 -4.1383 -0.487 -0.062 -0.118
C 1.5799 -10.8494 -3.7599 0.420 0.256 -1.017
O 1.8683 -11.7389 -4.8773 0.106 0.659 0.225
C 1.7725 -13.1209 -4.5579 -0.635 0.504 0.834
H -0.5708 -9.7555 -7.0040 0.058 -0.001 0.631
H -0.7571 -8.1909 -7.7223 -0.237 0.329 -0.035
H -1.9260 -9.5266 -8.0263 -0.105 0.353 -0.176
H -2.2778 -7.5192 -4.4688 -0.727 -0.623 -0.186
H -1.1613 -6.9044 -5.4989 0.560 -0.167 -0.829
H -0.9025 -9.6523 -4.1693 -0.341 -0.069 -0.042
H -0.4888 -8.1382 -3.3934 0.176 0.176 0.245
H 1.8998 -8.7237 -3.2505 -0.404 -0.317 0.677
H 2.7447 -9.1637 -4.6118 -0.218 -0.408 -0.641
H 0.5657 -10.9737 -3.3802 -0.224 -0.302 -0.157
H 2.2453 -11.1113 -2.9373 0.222 0.163 0.134
H 1.9789 -13.7967 -5.3879 -0.032 0.622 -0.348
H 0.7590 -13.2896 -4.1940 -0.221 -0.415 -0.037
H 2.4381 -13.4212 -3.7487 0.310 0.196 0.190
C 7.9133 -7.3119 2.2699 0.655 0.436 -0.662
C 8.9330 -6.4100 1.5043 -0.417 -0.467 0.572
O 8.8384 -6.7505 0.0922 0.173 0.940 -0.133
P 9.7244 -5.9805 -0.9969 -0.536 0.966 -1.116
O 9.3915 -6.2706 -2.4195 0.338 0.086 2.021
O 11.2280 -6.2918 -0.5561 -1.282 0.885 0.155
C 11.6375 -7.6437 -0.4324 2.055 -0.060 -0.789
C 12.1912 -8.1058 -1.8191 -0.817 -0.681 0.371
O 9.5686 -4.3916 -0.6112 -0.756 -3.670 1.347
C 10.3241 -3.4480 -1.2421 0.291 2.890 -1.763
C 9.3352 -2.3203 -1.6853 0.304 -0.576 0.675
H 8.1031 -8.3728 2.1073 0.311 0.049 -0.090
H 7.9507 -7.1381 3.3453 0.024 0.192 -0.066
H 6.9003 -7.1484 1.9022 0.051 0.280 0.057
H 8.7922 -5.3434 1.6796 -0.774 0.045 -0.380
H 9.9601 -6.5002 1.8579 0.162 -0.798 -0.098
H 12.4308 -7.5447 0.3086 0.471 -0.315 -0.249
H 10.9446 -8.2996 0.0948 -0.665 0.045 -0.732
H 12.3807 -9.1791 -1.8049 0.462 -0.009 0.198
H 11.4782 -8.0131 -2.6383 -0.531 0.294 0.372
H 13.0549 -7.5531 -2.1888 0.179 -0.004 0.641
H 11.0875 -2.9946 -0.6097 -0.047 -0.241 0.513
H 10.8745 -3.8515 -2.0920 -0.173 -0.086 -0.247
H 8.7255 -2.0183 -0.8338 0.127 -0.154 0.340
H 9.8381 -1.4009 -1.9851 0.046 -0.249 -0.524
H 8.6054 -2.7203 -2.3893 0.344 0.205 -0.413
C 0.4650 8.4415 -2.6284 -0.086 0.013 -0.753
C -0.4071 7.3243 -3.1910 -0.612 0.538 2.128
O -0.1908 7.1071 -4.5393 -0.726 -1.487 -3.135
P -1.2882 6.2178 -5.3893 -0.914 -0.666 0.686
O -1.0850 6.0185 -6.8397 0.276 0.937 1.245
O -1.3748 4.7958 -4.6040 -0.427 1.550 0.296
C -2.2860 3.7729 -5.0735 0.957 -0.866 -2.121
C -1.4560 2.8231 -5.9646 0.262 0.020 0.304
O -2.7276 6.9108 -4.9873 1.228 -1.274 -0.552
C -2.9624 8.2495 -5.4301 -0.382 0.532 0.417
C -4.2920 8.4484 -6.1124 -0.262 -0.706 -0.679
H 0.1499 8.6694 -1.6101 0.267 -0.260 0.094
H 1.5344 8.2503 -2.7178 -0.056 -0.134 0.275
H 0.2591 9.3448 -3.2028 0.036 0.080 -0.107
H -0.3022 6.3811 -2.6548 0.167 0.011 0.167
H -1.4277 7.6741 -3.0359 -0.276 -0.222 0.006
H -2.8017 3.2262 -4.2840 0.384 0.516 0.402
H -3.0197 4.1473 -5.7874 -0.286 0.633 0.497
H -0.5525 2.4719 -5.4661 -0.156 -0.154 0.302
H -2.0383 1.9633 -6.2960 -0.086 -0.013 0.099
H -1.0871 3.3452 -6.8475 -0.268 0.190 0.002
H -3.0563 8.8081 -4.4988 0.745 0.491 -0.080
H -2.1494 8.5569 -6.0879 0.049 0.343 0.237
H -4.3419 7.8572 -7.0268 -0.099 -0.174 0.014
H -5.1188 8.1667 -5.4605 0.026 -0.047 -0.004
H -4.4456 9.4790 -6.4321 0.236 0.132 0.265
C 1.7017 1.1311 -0.1515 -0.193 0.897 -0.121
C 0.3682 0.9071 0.5507 0.979 -0.454 -0.167
O -0.4065 0.2744 -0.4672 -1.427 -2.410 0.151
P -1.0781 -1.1935 -0.1244 -1.056 -0.025 -0.636
O -1.7287 -1.8740 -1.2845 1.162 1.305 1.343
O 0.0860 -2.1106 0.5740 -1.101 1.740 -0.124
C 1.0141 -2.7545 -0.3243 0.727 -0.759 -0.393
C 2.4418 -2.7439 0.2023 0.500 0.256 1.427
O -2.1194 -0.8143 1.0774 1.736 -1.502 -0.164
C -3.2082 0.0940 0.8704 -0.648 -0.509 -2.213
C -4.3755 -0.5493 -0.0019 0.127 -0.117 1.305
H 2.1381 0.2000 -0.5127 -0.047 -0.186 0.547
H 1.5143 1.6680 -1.0814 -0.002 0.376 0.109
H 2.4072 1.6955 0.4583 0.094 -0.098 -0.039
H 0.5377 0.2681 1.4174 -0.226 -0.259 0.003
H -0.1954 1.7654 0.9165 0.355 0.343 -0.292
H 0.7023 -3.7973 -0.3831 -0.150 0.064 -0.189
H 0.9866 -2.3260 -1.3261 -0.279 0.083 0.038
H 2.9865 -1.7998 0.1938 -0.370 0.282 -0.430
H 2.4584 -3.0013 1.2613 -0.399 -0.076 0.235
H 3.1386 -3.4826 -0.1938 -0.500 -0.113 -0.718
H -3.5528 0.3940 1.8600 0.082 -0.008 -0.208
H -2.7488 0.8986 0.2963 -0.488 0.616 0.322
H -4.3019 -0.5230 -1.0891 0.618 0.123 0.211
H -4.4966 -1.5858 0.3128 0.364 -0.197 -0.151
H -5.3594 -0.1517 0.2471 0.135 0.620 0.155
C 10.9215 0.7144 -9.7846 0.895 -0.727 0.598
C 11.1779 1.6418 -8.5904 0.830 0.397 -2.129
O 9.9489 2.2437 -8.2735 -1.616 2.707 0.337
P 9.6228 3.8520 -8.5516 0.324 -0.830 -0.669
O 10.6244 4.8075 -8.0289 -1.206 -0.838 -0.108
O 8.1016 3.9893 -8.0152 2.322 0.482 -0.233
C 7.1712 2.9775 -8.3244 -1.599 -1.022 0.805
C 6.4061 2.6583 -7.0295 0.304 -0.542 -0.457
O 9.4411 3.9865 -10.1810 0.313 -0.851 1.610
C 9.3951 5.3368 -10.6958 0.474 -0.232 -0.710
C 10.7975 5.7664 -11.1382 0.179 0.038 0.577
H 10.2337 -0.0905 -9.5254 -0.211 0.154 -0.107
H 10.6222 1.2314 -10.6962 -0.342 0.258 0.359
H 11.8613 0.2296 -10.0491 0.168 -0.141 0.047
H 11.6965 1.2240 -7.7274 -0.679 -0.420 0.134
H 11.8843 2.3856 -8.9590 0.044 0.376 0.098
H 6.3847 3.3391 -8.9868 0.471 0.296 -0.525
H 7.6514 2.1030 -8.7633 -0.034 0.074 0.073
H 5.7552 1.7941 -7.1628 -0.213 0.081 -0.312
H 7.0711 2.3483 -6.2234 0.091 0.491 0.092
H 5.7885 3.5268 -6.8007 0.165 -0.108 0.440
H 8.8004 5.2539 -11.6055 -0.353 0.102 0.217
H 8.8786 5.9550 -9.9616 0.288 0.349 -0.156
H 10.8903 6.8162 -11.4165 -0.411 0.047 -0.070
H 11.5207 5.6185 -10.3361 -0.107 -0.089 0.096
H 11.1174 5.1668 -11.9904 -0.100 -0.050 0.001
C -1.2344 -6.2098 4.8048 -0.174 -0.359 -1.371
C -0.0049 -7.0927 4.8021 -0.479 0.172 0.851
O 0.1805 -7.7652 3.5205 0.034 -0.096 0.731
P -0.5689 -9.1226 3.0634 0.289 0.551 -0.144
O -0.1386 -9.5482 1.7144 -0.320 0.413 1.222
O -2.1485 -8.7779 3.1959 2.563 -1.801 3.409
C -2.7991 -7.9564 2.3208 -0.753 -0.417 -3.774
C -3.4896 -8.9549 1.4021 -1.124 -0.894 -1.193
O -0.2863 -10.1527 4.2681 -2.190 1.523 -0.798
C 0.9387 -10.7219 4.5747 1.794 -1.992 0.227
C 1.1772 -12.0451 3.7954 0.113 0.727 0.086
H -1.1254 -5.4842 3.9987 0.110 0.601 0.395
H -2.0819 -6.7911 4.4415 -0.136 -0.091 0.657
H -1.4387 -5.7825 5.7865 0.075 0.123 -0.209
H 0.8556 -6.4940 5.1009 0.443 0.015 -1.064
H -0.0756 -7.7195 5.6911 -0.147 -1.108 -0.497
H -3.5397 -7.2761 2.7413 0.488 0.016 0.553
H -2.0601 -7.4722 1.6824 -0.122 0.830 0.216
H -4.0297 -8.6571 0.5034 -0.110 1.126 0.184
H -2.7970 -9.6551 0.9350 0.507 0.001 0.572
H -4.2295 -9.5537 1.9333 0.128 -0.024 0.366
H 1.8084 -10.0800 4.4346 -0.210 0.470 -0.501
H 0.9977 -10.9330 5.6424 -0.676 0.041 0.144
H 1.9170 -12.6707 4.2948 0.213 0.224 0.042
H 0.2891 -12.6707 3.7055 -0.181 0.338 -0.006
H 1.5458 -11.7605 2.8099 -0.132 -0.370 -0.124
```
Positions in Å, forces in eV/Å.

As for the SMILES: CCOP(=O)(OCC)OCC.CCOP(=O)(OCC)OCC.CCOP(=O)(OCC)OCC.CCOP(=O)(OCC)OCC.CCOP(=O)(OCC)OCC.COCCOCCOC.COCCOCCOC.COCCOCCOC.COCCOCCOC.COCCOCCOC.COCCOCCOC.COCCOCCOC. Its HOMO-LUMO gap is 9.327 eV. The molar mass is 1850.01 g/mol.

What is the formula in the second record? C72H173O41P5

Which of these has the lowest molar mass? C8H5N5O2

What is the formula in the first record? C8H5N5O2

Among the records above, which one has the highest molar mass? C72H173O41P5